The following is a quantum chemistry calculation of a cluster of 2 separate species, C10H15N5 in total at a distorted geometry, from OMol25.

Bonds (Å) are listed after each position.
Element x y z (Å)
1 C 0.59666 -2.60388 1.08205  N11 1.156
2 C 3.55924 0.76262 1.21768  C3 1.417, C4 1.400, H16 1.062
3 C 4.15566 0.47493 -0.03525  C2 1.417, N12 1.324, H17 1.071
4 C 2.26828 0.22192 1.19340  C2 1.400, N13 1.359, H18 1.147
5 C -2.21816 0.44371 0.67275  C6 1.522, C7 1.613, H19 1.086, H20 1.087
6 C -1.81111 -0.93758 0.18103  C5 1.522, C8 1.529, H21 1.058, H22 1.095
7 C -0.88487 1.33821 0.82742  C5 1.613, C9 1.541, H23 1.113, H24 1.063
8 C -1.26345 -0.83932 -1.24351  C6 1.529, N14 1.522, H25 1.054, H26 1.142
9 C -0.10479 1.21119 -0.49590  C7 1.541, N14 1.378, H27 1.136, H28 1.173
10 C 1.04904 -0.89382 -0.74848  N13 1.417, N14 1.348, N15 1.431
11 N 0.18528 -3.07712 2.05341  C1 1.156
12 N 3.26414 -0.21892 -0.72543  C3 1.324, N13 1.320
13 N 2.13758 -0.32057 -0.04531  C4 1.359, C10 1.417, N12 1.320
14 N 0.02341 -0.05960 -1.01308  C8 1.522, C9 1.378, C10 1.348
15 N 1.53191 -1.71969 -1.81262  C10 1.431, H29 1.054, H30 0.982
16 H 3.88112 1.43651 1.97342  C2 1.062
17 H 5.16434 0.69179 -0.32098  C3 1.071
18 H 1.25127 0.05565 1.69710  C4 1.147
19 H -2.79807 0.96674 -0.08238  C5 1.086
20 H -2.80991 0.42753 1.58405  C5 1.087
21 H -1.07657 -1.37948 0.80049  C6 1.058
22 H -2.70096 -1.56253 0.05271  C6 1.095
23 H -1.19145 2.39603 0.98575  C7 1.113
24 H -0.23729 1.08673 1.63244  C7 1.063
25 H -1.18423 -1.76419 -1.74380  C8 1.054
26 H -1.85497 -0.15443 -1.93944  C8 1.142
27 H -0.46025 1.84733 -1.36764  C9 1.136
28 H 1.00599 1.53833 -0.30793  C9 1.173
29 H 0.99307 -1.65062 -2.71544  N15 1.054
30 H 2.50906 -1.77830 -1.88622  N15 0.982

Output
- Lowest unoccupied orbital energy: -0.49 eV
- Energy relative to the best compared isomer or geometry (same formula, charge and spin): 93.62 kcal per mole